Below is a 12-piece molecular cluster, BF4H22O11 overall, with properties calculated with ωB97M-V with the def2-TZVPD basis set.

## Properties
LUMO level = 2.3 eV
DFT total energy = -1265.4472 Eh
HOMO = -8.406 eV
orbital gap = 10.679 eV

```
! wB97M-V def2-TZVPD RIJCOSX def2/J DEFGRID3
* xyz -1 1
B 0.061 0.520 0.341
F -0.976 0.284 -0.482
F -0.280 1.301 1.419
F 0.657 -0.706 0.681
F 0.888 1.193 -0.467
O -3.215 -1.507 1.822
H -2.627 -1.315 1.091
H -2.634 -1.620 2.574
O -0.878 -1.749 5.214
H -0.340 -2.186 5.874
H -0.386 -0.959 4.989
O -2.297 3.248 4.441
H -1.788 2.640 3.904
H -2.447 4.002 3.871
O 2.524 -0.628 -3.575
H 2.144 -0.071 -2.896
H 1.994 -1.425 -3.557
O 4.548 1.426 1.412
H 4.869 0.568 1.690
H 3.794 1.232 0.856
O -0.474 -2.821 -4.547
H -0.927 -2.006 -4.331
H -0.688 -2.978 -5.467
O -1.766 4.344 -0.786
H -1.303 3.506 -0.791
H -2.629 4.143 -1.148
O 3.405 -3.705 4.431
H 2.631 -3.914 3.909
H 3.313 -4.237 5.221
O 2.401 5.531 -2.652
H 2.392 5.986 -3.494
H 1.478 5.355 -2.466
O 0.048 -5.356 -1.590
H -0.242 -4.956 -2.409
H -0.063 -4.668 -0.934
O -3.471 0.564 -4.336
H -4.085 -0.163 -4.230
H -3.632 1.126 -3.579
*
```


Below is a 18-piece molecular cluster, C72H84F24N24O48S24 overall, with properties calculated with ωB97M-V with the def2-TZVPD basis set.

## Properties
LUMO level = -4.1 eV
DFT total energy = -19671.8816 Eh
HOMO = -7.662 eV
orbital gap = 3.523 eV

```
! wB97M-V def2-TZVPD RIJCOSX def2/J DEFGRID3
* xyz 0 1
C -2.790 2.776 1.129
N -1.468 3.112 1.748
C -0.678 2.185 2.288
C 0.462 2.598 2.987
C 0.804 3.935 3.109
C -0.048 4.888 2.480
C -1.184 4.405 1.867
C 1.973 4.344 3.968
C 2.302 3.576 5.148
C 3.386 4.032 5.907
N 4.177 4.972 5.473
C 3.943 5.727 4.324
C 2.829 5.369 3.564
C 5.326 5.383 6.250
H -3.289 1.984 1.687
H -2.548 2.596 0.081
H -3.394 3.656 1.353
H -0.938 1.171 2.024
H 1.130 1.868 3.420
H 0.199 5.932 2.609
H -1.907 5.074 1.422
H 1.677 2.780 5.526
H 3.613 3.528 6.835
H 4.569 6.564 4.054
H 2.553 6.052 2.774
H 6.070 5.789 5.565
H 5.727 4.628 6.926
H 5.122 6.225 6.911
C -4.448 -8.707 0.089
N -4.403 -7.270 -0.311
C -3.481 -6.524 0.388
C -3.491 -5.135 0.237
C -4.423 -4.503 -0.594
C -5.269 -5.337 -1.347
C -5.213 -6.703 -1.149
C -4.408 -3.012 -0.821
C -4.359 -2.083 0.176
C -4.367 -0.687 -0.122
N -4.552 -0.307 -1.372
C -4.763 -1.148 -2.411
C -4.600 -2.562 -2.153
C -4.417 1.128 -1.506
H -5.359 -9.157 -0.306
H -4.416 -8.719 1.178
H -3.519 -9.161 -0.255
H -2.709 -6.914 1.035
H -2.744 -4.581 0.788
H -6.037 -4.987 -2.020
H -5.831 -7.453 -1.621
H -4.123 -2.475 1.154
H -4.301 0.033 0.680
H -4.848 -0.680 -3.380
H -4.694 -3.391 -2.839
H -5.010 1.560 -0.700
H -4.624 1.603 -2.466
H -3.366 1.313 -1.285
C 5.698 -7.540 1.094
N 4.805 -6.844 0.145
C 5.182 -5.648 -0.284
C 4.394 -4.865 -1.086
C 3.041 -5.248 -1.439
C 2.676 -6.551 -0.972
C 3.474 -7.299 -0.183
C 2.258 -4.464 -2.430
C 0.861 -4.415 -2.249
C 0.058 -3.792 -3.147
N 0.587 -3.149 -4.233
C 1.919 -3.119 -4.430
C 2.823 -3.770 -3.558
C -0.253 -2.513 -5.246
H 5.634 -8.598 0.841
H 5.350 -7.435 2.122
H 6.715 -7.154 1.028
H 6.244 -5.488 -0.169
H 4.725 -3.944 -1.542
H 1.651 -6.737 -1.256
H 3.119 -8.216 0.265
H 0.362 -4.820 -1.382
H -1.022 -3.808 -3.131
H 2.337 -2.582 -5.269
H 3.873 -3.575 -3.723
H -1.166 -2.084 -4.833
H -0.460 -3.351 -5.912
H 0.382 -1.744 -5.686
C 1.068 2.661 -3.613
N 1.310 3.948 -4.358
C 0.298 4.692 -4.942
C 0.545 5.795 -5.753
C 1.862 6.326 -5.819
C 2.890 5.471 -5.270
C 2.555 4.417 -4.450
C 2.150 7.669 -6.502
C 3.451 8.207 -6.433
C 3.627 9.467 -6.897
N 2.624 10.093 -7.575
C 1.391 9.667 -7.629
C 1.136 8.442 -7.048
C 2.744 11.520 -7.912
H 0.656 1.757 -4.062
H 0.435 2.960 -2.778
H 2.000 2.216 -3.264
H -0.692 4.288 -4.789
H -0.311 6.303 -6.171
H 3.956 5.645 -5.283
H 3.285 3.859 -3.882
H 4.230 7.627 -5.961
H 4.547 10.033 -6.877
H 0.558 10.314 -7.858
H 0.103 8.126 -7.056
H 2.088 12.090 -7.254
H 2.377 11.606 -8.935
H 3.712 12.001 -7.777
C -12.898 2.880 9.284
N -11.723 2.257 8.717
C -11.802 1.027 8.004
C -10.754 0.406 7.447
C -9.481 1.037 7.456
C -9.484 2.161 8.271
C -10.520 2.716 9.013
C -8.269 0.494 6.711
C -7.433 1.430 6.179
C -6.150 0.922 5.817
N -5.879 -0.438 5.727
C -6.809 -1.302 6.163
C -8.030 -0.823 6.644
C -4.615 -1.004 5.192
H -13.784 2.275 9.095
H -12.897 3.873 8.833
H -12.711 2.884 10.358
H -12.800 0.669 7.800
H -10.804 -0.571 6.990
H -8.517 2.597 8.475
H -10.402 3.606 9.615
H -7.518 2.499 6.305
H -5.327 1.583 5.587
H -6.530 -2.344 6.112
H -8.677 -1.651 6.892
H -4.457 -0.645 4.175
H -4.640 -2.094 5.188
H -3.729 -0.631 5.705
C 11.241 -3.997 0.514
N 10.021 -3.090 0.343
C 10.137 -1.749 0.506
C 9.063 -0.923 0.388
C 7.838 -1.417 0.109
C 7.772 -2.782 -0.119
C 8.888 -3.619 -0.102
C 6.533 -0.607 0.242
C 5.383 -1.010 -0.468
C 4.165 -0.409 -0.210
N 4.118 0.709 0.577
C 5.217 1.262 1.140
C 6.486 0.566 1.029
C 2.799 1.399 0.885
H 10.830 -4.702 1.237
H 12.106 -3.396 0.793
H 11.395 -4.389 -0.492
H 11.144 -1.505 0.811
H 9.192 0.147 0.458
H 6.774 -3.191 -0.183
H 8.970 -4.696 -0.094
H 5.408 -1.815 -1.187
H 3.165 -0.696 -0.499
H 5.037 2.139 1.743
H 7.331 0.965 1.571
H 2.158 0.649 1.349
H 2.397 1.639 -0.099
H 2.960 2.366 1.361
N -4.076 3.500 4.045
S -4.474 4.716 4.718
O -3.457 5.663 5.021
O -5.562 4.398 5.697
F -5.201 5.456 3.412
S -2.908 2.980 5.211
O -3.319 2.550 6.557
O -1.562 3.535 5.181
F -2.766 1.571 4.440
N 3.009 -2.223 -7.471
S 2.153 -2.028 -8.709
O 2.849 -2.293 -9.984
O 0.995 -1.236 -8.768
F 1.433 -3.395 -8.437
S 3.250 -0.518 -7.260
O 2.291 0.133 -6.331
O 3.745 0.282 -8.328
F 4.583 -0.578 -6.395
N 2.429 0.551 6.058
S 3.971 0.464 5.395
O 4.217 1.225 4.177
O 4.698 -0.788 5.634
F 4.646 1.368 6.552
S 1.901 -0.574 5.244
O 1.998 -1.860 5.878
O 1.931 -0.495 3.779
F 0.350 -0.184 5.582
N -4.705 -4.665 -6.784
S -3.973 -5.541 -5.421
O -4.882 -5.549 -4.263
O -2.537 -5.265 -5.184
F -3.966 -7.061 -6.009
S -3.909 -3.493 -6.631
O -2.557 -3.500 -7.215
O -4.108 -2.658 -5.457
F -4.699 -2.674 -7.796
N 6.374 -3.013 -3.049
S 7.699 -3.957 -3.674
O 9.017 -3.361 -3.764
O 7.323 -5.035 -4.599
F 8.025 -4.878 -2.382
S 6.537 -1.874 -3.920
O 6.706 -2.126 -5.374
O 7.104 -0.751 -3.210
F 4.950 -1.474 -3.871
N 6.347 -4.645 2.121
S 7.560 -4.762 3.309
O 7.249 -4.631 4.753
O 8.838 -4.179 2.855
F 7.845 -6.349 3.105
S 5.561 -3.625 2.802
O 6.178 -2.347 2.851
O 4.614 -3.900 3.881
F 4.596 -3.368 1.499
N -0.732 -6.663 2.230
S 0.157 -7.812 1.926
O 1.127 -8.218 2.945
O 0.579 -8.081 0.572
F -1.029 -8.886 2.045
S 0.465 -5.442 1.951
O 0.427 -4.674 0.703
O 1.803 -5.530 2.581
F -0.165 -4.346 2.982
N -3.543 2.271 -6.947
S -4.612 2.888 -6.160
O -4.374 3.552 -4.885
O -5.874 2.052 -6.314
F -4.774 4.149 -7.150
S -2.745 1.418 -5.826
O -3.557 0.676 -4.870
O -1.480 1.961 -5.344
F -2.175 0.304 -6.836
N -7.030 -3.969 4.049
S -7.228 -3.052 2.887
O -7.820 -3.460 1.621
O -6.194 -2.037 2.722
F -8.295 -2.089 3.578
S -5.721 -4.730 3.383
O -4.390 -4.045 3.565
O -5.842 -5.571 2.194
F -5.371 -5.721 4.638
N -1.319 0.041 -0.063
S -0.707 -1.235 0.262
O 0.686 -1.220 0.645
O -1.159 -2.420 -0.459
F -1.464 -1.366 1.696
S -0.664 0.001 -1.600
O -1.282 -0.812 -2.627
O 0.802 0.236 -1.699
F -1.157 1.368 -2.122
N -3.657 5.620 -0.365
S -3.353 7.256 -0.083
O -4.080 8.257 -0.781
O -1.951 7.536 0.220
F -3.995 7.348 1.371
S -3.541 5.727 -1.791
O -2.209 6.234 -2.306
O -4.734 6.006 -2.658
F -3.463 4.108 -1.989
N 2.699 4.164 -1.296
S 1.712 5.470 -1.036
O 1.424 6.312 -2.197
O 1.786 6.021 0.298
F 0.258 4.728 -1.049
S 3.991 4.727 -0.792
O 4.409 4.550 0.568
O 4.492 5.865 -1.472
F 4.963 3.595 -1.431
*
```